1.
64
Properties=species:S:1:pos:R:3 method="wB97M-V/def2-TZVPD" orbital_gap_ha=0.2692 charge=+2 homo_energy_ev=-12.985 total_energy_ev=-77246.107
Bi -0.4110 -0.4697 0.4257
C -3.6795 1.4466 0.5106
C -2.3435 2.1485 0.7369
N -1.2293 1.6687 -0.1258
C -1.3631 1.9471 -1.5690
C -1.8750 0.7368 -2.3504
N -1.0625 -0.4421 -2.0348
C -1.5721 -1.6911 -2.6452
C -0.7336 -2.9265 -2.2889
C -1.2587 -3.7429 -1.1040
N -0.9312 -3.1276 0.1966
C -1.9574 -3.2217 1.2412
C -3.1698 -2.3214 0.9847
N -2.8616 -0.9341 0.5279
C -3.7957 0.0552 1.1196
H -3.9249 1.4235 -0.5528
H -4.4465 2.0606 0.9837
H -2.0181 2.0134 1.7693
H -2.4700 3.2201 0.5663
H -0.3896 2.1234 0.2444
H -0.3775 2.2101 -1.9524
H -2.0253 2.7992 -1.7343
H -1.8479 0.9670 -3.4195
H -2.9163 0.5190 -2.1101
H -0.1228 -0.2903 -2.3864
H -1.5939 -1.5701 -3.7317
H -2.6097 -1.8389 -2.3298
H 0.3011 -2.6266 -2.0910
H -0.7133 -3.5845 -3.1575
H -0.8449 -4.7516 -1.1631
H -2.3424 -3.8483 -1.1854
H -0.0744 -3.5426 0.5489
H -1.4889 -2.9363 2.1843
H -2.3370 -4.2416 1.3651
H -3.7125 -2.2563 1.9277
H -3.8412 -2.7921 0.2636
H -2.9896 -0.9083 -0.4810
H -3.5973 0.1051 2.1900
H -4.8232 -0.2979 0.9924
Cl 2.9291 -0.2981 6.8413
C 2.2634 0.0947 5.3042
C 0.9463 -0.2370 5.0280
C 0.4347 0.1035 3.7918
Cl -1.2046 -0.3346 3.3742
C 1.1654 0.7739 2.8047
O 0.6281 1.1115 1.6371
C 2.5035 1.0508 3.1197
Cl 3.4680 1.8150 1.9104
C 3.0464 0.7303 4.3497
H 0.3449 -0.7433 5.7698
H 4.0796 0.9683 4.5609
N 1.4976 0.2763 -1.0054
C 2.4662 0.7787 -1.3831
C 3.6481 1.3919 -1.8457
C 3.5589 2.4975 -2.7040
C 4.7164 3.0761 -3.1814
C 5.9560 2.5648 -2.8113
C 6.0425 1.4695 -1.9606
C 4.8960 0.8773 -1.4704
H 2.5907 2.8912 -2.9854
H 4.6560 3.9285 -3.8437
H 6.8590 3.0266 -3.1866
H 7.0094 1.0767 -1.6777
H 4.9485 0.0282 -0.8021

=====

2.
21
Properties=species:S:1:pos:R:3 method="wB97M-V/def2-TZVPD" orbital_gap_ha="0.2693 / 0.2860" charge=0 homo_energy_ev="-6.375 / -6.867" total_energy_ev=-7481.253
C -1.5800 -1.1291 -0.5109
C -0.5001 -0.1300 -0.8905
C -0.5488 1.2027 -0.3420
C -1.2396 1.6145 0.9156
C 0.9123 -0.4559 -0.2795
C 1.1119 -0.4527 1.2233
C 2.0920 -0.2925 -1.1041
H -1.3741 -2.1059 -0.9618
H -2.5528 -0.7773 -0.8719
H -1.6560 -1.2720 0.5720
H -0.3608 -0.1505 -1.9763
H 0.1326 1.9269 -0.7896
H -1.7937 2.5534 0.7719
H -0.5386 1.8042 1.7501
H -1.9600 0.8636 1.2600
H 1.5006 0.5089 1.5857
H 1.8414 -1.2225 1.5017
H 0.1795 -0.6546 1.7585
H 1.9944 -0.3852 -2.1832
H 3.0485 0.0422 -0.7018
H 1.2912 -1.4879 -0.7273

=====

3.
12
Properties=species:S:1:pos:R:3 method="wB97M-V/def2-TZVPD" orbital_gap_ha=0.3324 charge=+1 homo_energy_ev=-14.710 total_energy_ev=-18701.315
C 0.2647 -1.2972 0.8351
C -0.8015 -0.9605 -0.1129
N -0.8183 0.2281 -0.6519
C 0.3439 1.0863 -0.5612
N 0.0761 2.3164 -0.3752
Cl 1.2713 3.4259 -0.0244
H 0.9308 -1.9143 0.1706
H 0.8217 -0.4593 1.1749
H -0.1623 -2.0835 1.5751
H -1.7581 -1.5237 -0.2219
H -1.4377 0.6953 -1.1977
H 1.2696 0.4865 -0.6104

=====

4.
38
Properties=species:S:1:pos:R:3 method="wB97M-V/def2-TZVPD" orbital_gap_ha=0.2105 charge=+1 homo_energy_ev=-11.151 total_energy_ev=-26718.696
C 4.2215 0.3370 1.2112
O 2.8787 0.5668 1.6958
C 1.9989 -0.3996 1.6965
C 0.6272 -0.1023 1.4601
C -0.2835 -1.1787 1.2941
C -1.6381 -0.9246 1.1646
C -2.1318 0.3883 1.1826
C -3.6099 0.6216 1.1588
C -1.2209 1.4561 1.2442
C 0.1375 1.2357 1.3816
H 4.6597 1.3350 1.1259
H 4.7787 -0.2754 1.9350
H 4.2020 -0.1556 0.2262
H 2.3572 -1.4410 1.7031
H 0.1160 -2.1943 1.2883
H -2.3501 -1.7487 1.0713
H -3.8427 1.6876 1.1505
H -4.0475 0.1682 0.2653
H -4.1107 0.1684 2.0228
H -1.6035 2.4767 1.2070
H 0.8514 2.0568 1.4507
C 4.6018 -3.2812 3.8000
Si 4.0707 -2.0932 5.1475
C 4.0574 -3.0221 6.7723
C 5.1739 -0.5799 5.2752
C 2.3292 -1.5304 4.6800
N 1.4857 -0.9865 5.5983
N 0.6945 -0.5137 6.2971
H 5.6436 -3.5923 3.9570
H 3.9720 -4.1818 3.8233
H 4.5235 -2.8378 2.7998
H 5.0812 -3.3307 7.0318
H 3.6689 -2.4149 7.6001
H 3.4425 -3.9303 6.7019
H 6.2210 -0.8796 5.4289
H 5.1234 0.0386 4.3690
H 4.8747 0.0475 6.1270
H 1.8629 -1.7305 3.6990

=====

5.
41
Properties=species:S:1:pos:R:3 method="wB97M-V/def2-TZVPD" orbital_gap_ha=0.3241 smiles="CCSCc1nnc(SCC(=O)Nc2nc3ccccc3s2)n1C" charge=0 homo_energy_ev=-8.266 total_energy_ev=-57835.354
C 1.2653 2.6483 -0.3611
C 2.5742 3.1000 0.2567
S 3.8936 1.8456 0.1714
C 3.3545 0.6567 1.4665
C 2.3379 -0.2808 0.9609
N 1.0710 -0.2701 1.2701
N 0.4614 -1.2564 0.5933
C 1.3703 -1.8558 -0.1297
S 1.1167 -3.2030 -1.1920
C -0.6852 -3.3728 -1.0156
C -1.0227 -3.6761 0.4238
O -0.6081 -4.6407 1.0184
N -1.8558 -2.7880 1.0668
C -2.3090 -1.5628 0.6699
N -2.4601 -1.1515 -0.5329
C -2.9484 0.1232 -0.5801
C -3.2112 0.8491 -1.7366
C -3.7229 2.1250 -1.6201
C -3.9752 2.6874 -0.3717
C -3.7194 1.9843 0.7908
C -3.2056 0.7049 0.6804
S -2.7904 -0.4225 1.9384
N 2.5914 -1.2787 0.0581
C 3.8413 -1.6329 -0.5487
H 1.4232 2.3191 -1.3860
H 0.5606 3.4777 -0.3683
H 0.8261 1.8323 0.2080
H 2.4533 3.3676 1.3067
H 2.9892 3.9520 -0.2828
H 2.9519 1.2258 2.3019
H 4.2607 0.1312 1.7677
H -1.1676 -2.4615 -1.3644
H -0.9452 -4.2258 -1.6423
H -1.9498 -2.9817 2.0584
H -3.0140 0.4035 -2.6984
H -3.9338 2.6975 -2.5109
H -4.3778 3.6871 -0.3087
H -3.9139 2.4160 1.7599
H 4.3783 -0.7257 -0.8287
H 4.4515 -2.2142 0.1464
H 3.6435 -2.2334 -1.4355

=====

6.
19
Properties=species:S:1:pos:R:3 method="wB97M-V/def2-TZVPD" orbital_gap_ha=0.3592 charge=+1 homo_energy_ev=-13.113 total_energy_ev=-11183.157
C -3.5183 -0.2966 0.2264
C -1.1540 -0.2943 -0.5101
N -2.3967 0.0423 0.6265
N 3.3539 0.4256 0.8249
N -1.3077 -1.0267 -1.6039
N 1.1166 -0.1910 -0.9582
N -0.0161 0.1314 -0.0898
N 0.1524 0.9804 1.0352
H -4.3890 0.0081 0.9645
H -3.7484 -1.0050 -0.6259
H 4.2153 -0.1170 0.8467
H 3.3353 0.8126 1.7696
H -0.4457 -1.0763 -2.0957
H -2.2016 -1.5920 -1.6750
H 1.1846 0.4281 -1.7165
H 1.8557 -0.0831 -0.2533
H -0.7076 1.0211 1.6182
H 1.1129 0.6873 1.5065
H 3.5585 1.1452 0.1100

=====

7.
78
Properties=species:S:1:pos:R:3 method="wB97M-V/def2-TZVPD" orbital_gap_ha=0.3012 smiles="O=C1c2ccccc2C(=O)c2cc(-c3cccnc3)ccc21.CCOCC.CCOCC.CCOCC" charge=0 homo_energy_ev=-8.914 total_energy_ev=-44538.569
O 2.0149 4.7103 5.4719
C 1.3213 4.6415 4.4963
C 0.2976 5.6629 4.1538
C -0.4512 6.3086 5.1306
C -1.4309 7.2142 4.7386
C -1.6534 7.4846 3.3901
C -0.8912 6.8591 2.4068
C 0.0779 5.9431 2.7968
C 0.9036 5.2099 1.7961
O 1.3203 5.7200 0.7938
C 1.1829 3.7984 2.1692
C 1.2099 2.7824 1.2244
C 1.4469 1.4672 1.6285
C 1.4451 0.3408 0.6361
C 0.9097 0.5215 -0.6341
C 0.9038 -0.5299 -1.5134
C 1.4445 -1.7324 -1.1015
N 1.9726 -1.9558 0.1000
C 1.9572 -0.9229 0.9356
C 1.6920 1.2078 2.9848
C 1.6793 2.2245 3.9309
C 1.4058 3.5210 3.5200
H -0.2503 6.0761 6.1643
H -2.0328 7.7063 5.4885
H -2.4182 8.1801 3.0793
H -1.0572 7.0748 1.3646
H 1.0623 3.0477 0.1930
H 0.4873 1.4696 -0.9136
H 0.4723 -0.3786 -2.4883
H 1.4403 -2.5610 -1.7995
H 2.3911 -1.0925 1.9091
H 1.8877 0.2103 3.3353
H 1.8616 2.0516 4.9799
C -1.3973 -4.8951 -0.5403
C -1.1999 -5.3841 -1.9640
O 0.1435 -5.6967 -2.2885
C 0.7541 -6.7075 -1.5086
C 0.0562 -8.0552 -1.5835
H -0.7681 -4.0241 -0.3461
H -2.4403 -4.6163 -0.3789
H -1.1398 -5.6578 0.1960
H -1.4868 -4.5965 -2.6615
H -1.8544 -6.2383 -2.1718
H 0.8518 -6.3813 -0.4671
H 1.7661 -6.8016 -1.9028
H -0.9558 -8.0166 -1.1784
H 0.6139 -8.7965 -1.0100
H -0.0102 -8.3941 -2.6184
C -4.6966 -1.0894 1.0936
C -4.6089 -1.8468 -0.2205
O -5.0815 -3.1799 -0.1471
C -6.4369 -3.3417 0.2282
C -7.4251 -2.6735 -0.7127
H -4.1515 -1.6196 1.8758
H -4.2650 -0.0942 0.9814
H -5.7273 -0.9677 1.4294
H -3.5632 -1.9250 -0.5204
H -5.1251 -1.3004 -1.0179
H -6.5935 -2.9995 1.2574
H -6.6078 -4.4183 0.2269
H -7.3081 -1.5892 -0.7294
H -8.4461 -2.8910 -0.3973
H -7.2902 -3.0405 -1.7311
C 5.1958 0.1829 -4.4907
C 4.0606 1.1897 -4.4141
O 3.5997 1.4394 -3.0995
C 4.5509 1.9589 -2.1879
C 5.1462 3.2932 -2.6037
H 4.9009 -0.7604 -4.0287
H 5.4582 -0.0060 -5.5321
H 6.0933 0.5371 -3.9820
H 3.1957 0.8004 -4.9521
H 4.3420 2.1269 -4.9075
H 5.3424 1.2246 -2.0003
H 4.0095 2.0819 -1.2487
H 5.7183 3.2175 -3.5295
H 5.8194 3.6590 -1.8279
H 4.3583 4.0321 -2.7562

=====

8.
6
Properties=species:S:1:pos:R:3 method="wB97M-V/def2-TZVPD" orbital_gap_ha=0.2915 charge=0 homo_energy_ev=-9.275 total_energy_ev=-16631.867
C -0.5304 1.0365 -0.0152
O -4.0976 0.4200 0.6230
F 0.3125 0.4662 0.8069
F -0.8947 2.1986 0.5476
I -2.5342 -0.0609 -0.1220
H -0.0520 1.3558 -1.0086